C18H48Mn2N3O19S4 as an isolated structure at a distorted geometry. Source: OMol25; level of theory: ωB97M-V with the def2-TZVPD basis set.

Last column: Löwdin charge in e.
Geometry (Å):
Mn  -1.534  2.212  -2.161  1.439
Mn  -1.706  -1.848  0.221  1.454
N  1.720  0.643  -0.034  -0.654
O  2.927  0.667  0.212  0.041
O  0.959  -0.175  0.464  -0.105
O  1.094  1.437  -0.710  -0.101
N  -0.004  -2.053  -3.395  -0.665
O  0.746  -2.694  -4.070  0.064
O  -0.615  -2.641  -2.498  -0.103
O  -0.217  -0.850  -3.589  -0.075
O  -2.851  0.357  -0.698  -0.497
H  -3.742  0.447  -0.307  -0.068
C  -4.980  5.350  0.287  -0.056
C  -4.084  4.339  -0.476  -0.279
N  -2.682  4.710  -0.688  -0.183
C  -1.942  4.808  0.628  -0.222
C  -0.697  5.683  0.669  -0.076
C  -2.698  6.018  -1.353  -0.265
C  -3.451  6.043  -2.735  -0.057
H  -4.461  5.591  1.215  0.066
H  -5.862  4.805  0.622  0.090
H  -5.091  6.237  -0.336  0.069
H  -3.978  3.511  0.225  0.101
H  -4.650  3.939  -1.317  0.112
H  -2.606  5.338  1.311  0.102
H  -1.769  3.762  0.882  0.114
H  -0.101  5.548  -0.234  0.073
H  -0.949  6.743  0.637  0.081
H  -0.079  5.447  1.534  0.089
H  -1.687  6.362  -1.570  0.106
H  -3.144  6.809  -0.750  0.120
H  -4.519  6.152  -2.545  0.068
H  -3.187  5.284  -3.472  0.066
H  -3.078  6.963  -3.185  0.080
O  -0.141  -4.469  1.899  -0.333
S  0.105  -5.884  1.957  0.648
O  0.399  -6.628  0.750  -0.257
O  1.342  -6.174  3.100  -0.248
C  1.501  -5.234  4.143  -0.297
C  2.317  -5.728  5.395  -0.050
C  -1.237  -6.626  2.872  -0.100
H  0.634  -4.713  4.550  0.106
H  2.119  -4.416  3.772  0.112
H  2.109  -5.038  6.213  0.072
H  3.398  -5.727  5.256  0.077
H  1.970  -6.694  5.763  0.074
H  -1.545  -5.887  3.612  0.066
H  -0.982  -7.615  3.253  0.092
H  -1.909  -6.506  2.022  0.065
O  -2.186  -0.924  3.736  -0.351
S  -2.519  0.084  4.754  0.691
O  -3.450  1.213  4.392  -0.330
O  -2.937  -0.624  6.121  -0.257
C  -4.181  -1.215  6.157  -0.258
C  -4.127  -2.503  5.270  -0.074
C  -0.999  0.983  5.341  -0.080
H  -4.938  -0.493  5.851  0.124
H  -4.307  -1.629  7.157  0.130
H  -4.878  -3.219  5.605  0.078
H  -3.220  -3.103  5.335  0.077
H  -4.266  -2.207  4.230  0.057
H  -0.605  1.732  4.654  0.076
H  -0.277  0.207  5.595  0.068
H  -1.328  1.481  6.254  0.068
O  1.857  6.152  -4.905  -0.305
S  1.440  4.761  -5.142  0.691
O  0.385  4.072  -4.392  -0.368
O  1.005  4.538  -6.756  -0.290
C  1.657  5.268  -7.846  -0.225
C  0.869  6.571  -7.977  -0.067
C  2.956  3.760  -4.962  -0.087
H  1.716  4.586  -8.693  0.124
H  2.716  5.379  -7.611  0.110
H  1.408  7.181  -8.702  0.080
H  0.868  7.135  -7.045  0.067
H  -0.171  6.518  -8.300  0.083
H  3.484  3.832  -5.913  0.067
H  2.568  2.802  -4.615  0.067
H  3.577  4.142  -4.152  0.076
O  6.280  -6.015  1.144  -0.321
S  6.330  -5.341  -0.160  0.731
O  7.538  -4.551  -0.513  -0.296
O  5.720  -6.312  -1.428  -0.252
C  4.599  -7.113  -1.217  -0.361
C  4.830  -8.549  -1.525  -0.061
C  4.961  -4.162  -0.059  -0.132
H  3.756  -6.683  -1.758  0.127
H  4.296  -7.043  -0.172  0.106
H  5.122  -8.552  -2.575  0.086
H  3.917  -9.144  -1.552  0.084
H  5.528  -8.896  -0.763  0.092
H  4.873  -3.700  -1.042  0.071
H  4.988  -3.413  0.732  0.075
H  3.983  -4.612  0.108  0.055

Results
Multiplicity   11
LUMO level (spin up / spin down)   -6.27 / -6.08 eV
Total charge   +1
Kohn-Sham gap (spin up / spin down)   0.1662 / 0.1713 hartree
Strongest force on any atom   5.5 eV/A

***

C3H6S3 as an isolated structure at a distorted geometry. Source: OMol25; level of theory: ωB97M-V with the def2-TZVPD basis set.

Last column: Löwdin charge in e.
Geometry (Å):
C  2.692  0.333  1.465  -0.486
C  1.382  0.909  1.079  -0.621
C  -1.604  -1.150  -0.137  -1.049
H  2.842  -0.731  1.329  0.062
H  3.204  0.758  2.323  0.063
H  0.630  0.238  0.675  -0.182
H  0.990  1.730  1.669  0.071
H  -3.159  -0.453  -1.691  -0.117
H  -1.237  -1.988  0.460  0.016
S  2.734  1.327  -0.042  0.737
S  -2.952  -1.644  -1.108  0.736
S  -0.912  0.310  -0.050  0.769

Results
LUMO level   -0.62 eV
Kohn-Sham gap   0.2712 hartree
Strongest force on any atom   4.3 eV/A

***

C36H68BrN11OSW as an isolated structure at a distorted geometry. Source: OMol25; level of theory: ωB97M-V with the def2-TZVPD basis set.

Last column: Löwdin charge in e.
Geometry (Å):
W  0.513  -0.397  1.020  1.556
C  4.132  -1.515  -2.718  -0.038
N  3.258  -1.665  -1.549  -0.110
C  2.189  -2.668  -1.682  -0.026
C  3.594  -1.121  -0.365  -0.350
N  2.718  -0.824  0.605  -0.015
C  3.205  -1.058  1.970  -0.194
C  2.995  0.171  2.825  -0.145
N  1.837  0.965  2.316  -0.250
C  2.323  2.088  1.452  -0.135
C  1.354  2.361  0.311  -0.194
N  0.023  1.899  0.713  -0.018
C  -1.008  2.679  0.433  -0.385
N  -2.194  2.578  1.116  -0.178
C  -3.460  2.690  0.397  -0.056
C  -2.288  2.830  2.544  -0.048
N  -0.956  3.603  -0.557  -0.124
C  -0.392  3.286  -1.860  -0.034
C  -1.689  4.867  -0.477  -0.020
C  1.042  1.506  3.461  -0.145
C  -0.118  0.574  3.780  -0.204
N  0.137  -0.780  3.262  -0.045
C  0.026  -1.808  4.108  -0.368
N  0.227  -1.686  5.448  -0.124
C  1.191  -0.793  6.076  -0.030
C  -0.582  -2.481  6.384  -0.008
N  -0.366  -3.038  3.683  -0.140
C  0.305  -4.262  4.125  -0.039
C  -1.598  -3.224  2.924  -0.070
N  4.936  -0.989  -0.149  -0.162
C  5.553  0.154  0.502  -0.030
C  5.875  -2.045  -0.530  -0.031
H  4.745  -0.621  -2.623  0.106
H  3.508  -1.410  -3.601  0.083
H  4.780  -2.381  -2.864  0.094
H  2.268  -3.096  -2.678  0.100
H  1.203  -2.240  -1.566  0.059
H  2.332  -3.474  -0.963  0.048
H  4.245  -1.364  1.999  0.116
H  2.621  -1.880  2.387  0.102
H  3.872  0.817  2.862  0.130
H  2.789  -0.147  3.833  0.089
H  3.278  1.817  1.034  0.085
H  2.475  2.965  2.078  0.136
H  1.675  1.810  -0.573  0.095
H  1.377  3.422  0.071  0.129
H  -3.316  2.475  -0.660  0.091
H  -4.157  1.948  0.797  0.093
H  -3.922  3.675  0.513  0.093
H  -2.893  3.724  2.719  0.103
H  -1.302  3.009  2.962  0.077
H  -2.764  2.000  3.073  0.088
H  -0.148  2.231  -1.897  0.054
H  0.496  3.880  -2.087  0.107
H  -1.145  3.487  -2.627  0.102
H  -1.990  5.073  0.547  0.096
H  -2.571  4.869  -1.123  0.096
H  -1.030  5.672  -0.803  0.103
H  0.658  2.480  3.185  0.102
H  1.712  1.650  4.309  0.129
H  -0.995  0.946  3.264  0.046
H  -0.353  0.593  4.840  0.117
H  1.829  -0.335  5.335  0.053
H  1.824  -1.365  6.757  0.109
H  0.698  -0.006  6.651  0.104
H  -1.624  -2.496  6.073  0.105
H  -0.527  -2.002  7.358  0.098
H  -0.231  -3.504  6.499  0.081
H  -0.385  -4.923  4.655  0.099
H  1.143  -4.021  4.774  0.098
H  0.687  -4.798  3.257  0.031
H  -2.118  -2.277  2.839  0.021
H  -1.433  -3.635  1.930  0.051
H  -2.241  -3.915  3.475  0.104
H  4.853  0.975  0.581  0.069
H  6.397  0.494  -0.101  0.106
H  5.933  -0.092  1.499  0.098
H  5.340  -2.940  -0.839  0.099
H  6.484  -2.302  0.340  0.103
H  6.543  -1.726  -1.333  0.098
C  -5.623  -1.260  -3.404  -0.036
C  -4.892  0.073  -3.628  -0.555
C  -5.715  1.220  -3.022  -0.040
C  -4.758  0.306  -5.133  -0.056
C  -3.528  0.022  -2.942  -0.153
C  -3.445  -0.213  -1.575  -0.086
C  -2.198  -0.248  -1.007  -0.479
Br  -2.129  -0.578  0.875  1.036
C  -0.968  -0.091  -1.655  -0.343
O  0.191  -0.206  -0.967  -0.327
C  -1.048  0.174  -3.037  -0.081
C  -2.326  0.206  -3.611  0.035
C  0.122  0.371  -4.033  -0.509
C  1.489  0.690  -3.421  -0.052
C  -0.198  1.534  -4.996  -0.035
C  0.255  -0.922  -4.855  -0.024
H  -6.582  -1.251  -3.928  0.094
H  -5.828  -1.439  -2.345  0.080
H  -5.035  -2.099  -3.784  0.096
H  -6.682  1.296  -3.527  0.094
H  -5.196  2.177  -3.137  0.089
H  -5.911  1.059  -1.957  0.078
H  -5.752  0.319  -5.584  0.094
H  -4.185  -0.489  -5.619  0.094
H  -4.284  1.267  -5.356  0.092
H  -4.332  -0.362  -0.965  0.116
H  -2.375  0.387  -4.676  0.095
H  1.521  1.692  -2.990  0.071
H  2.226  0.680  -4.228  0.093
H  1.787  -0.017  -2.657  0.048
H  -0.547  2.416  -4.454  0.073
H  -0.954  1.274  -5.738  0.085
H  0.705  1.809  -5.546  0.097
H  0.488  -1.776  -4.210  0.083
H  1.052  -0.818  -5.599  0.096
H  -0.672  -1.152  -5.385  0.090
S  0.773  -5.103  0.630  0.761
C  0.631  -3.538  0.808  -0.915
N  0.522  -2.366  0.929  -0.135

Results
Multiplicity   3
LUMO level (spin up / spin down)   -4.92 / -5.23 eV
Total charge   +2
Kohn-Sham gap (spin up / spin down)   0.2758 / 0.2791 hartree
Strongest force on any atom   1.1 eV/A

***

A 2-piece molecular cluster, C9H16FN4O4 overall. Source: OMol25; level of theory: ωB97M-V with the def2-TZVPD basis set.

Last column: Löwdin charge in e.
Geometry (Å):
C  2.032  -3.635  0.156  -0.109
O  3.071  -2.725  0.395  -0.161
C  2.879  -1.481  -0.223  -0.224
C  2.163  -0.494  0.713  -0.122
C  1.090  0.358  0.016  -0.088
C  -0.077  -0.498  -0.271  -0.300
N  -0.985  -0.905  0.594  0.223
C  -1.825  -1.681  -0.102  -0.372
N  -2.891  -2.290  0.420  0.217
N  -1.448  -1.756  -1.392  0.163
N  -0.330  -0.972  -1.496  0.155
H  1.800  -3.734  -0.907  0.086
H  1.115  -3.367  0.693  0.079
H  2.344  -4.605  0.519  0.095
H  3.863  -1.088  -0.450  0.131
H  2.367  -1.590  -1.183  0.105
H  2.893  0.161  1.171  0.123
H  1.703  -1.072  1.508  0.120
H  0.754  1.110  0.719  0.126
H  1.451  0.830  -0.889  0.134
H  -3.027  -2.256  1.414  0.132
H  -3.570  -2.708  -0.185  0.125
H  -1.858  -2.252  -2.164  0.187
H  0.215  -0.803  -2.324  0.190
C  -2.060  3.032  0.283  -0.058
C  -1.668  4.254  1.083  -0.308
O  -0.339  4.488  0.646  0.138
C  -0.225  4.002  -0.620  -0.557
O  0.665  4.236  -1.360  0.192
O  -1.280  3.187  -0.910  0.050
F  -1.666  4.006  2.412  0.085
H  -1.764  2.115  0.798  0.124
H  -3.120  2.991  0.049  0.141
H  -2.273  5.140  0.884  0.178

Results
LUMO level   -3.11 eV
Total charge   +1
Kohn-Sham gap   0.3603 hartree
Strongest force on any atom   0.7 eV/A

***

An isolated molecule of C4H8O2. Source: OMol25; level of theory: ωB97M-V with the def2-TZVPD basis set.

Last column: Löwdin charge in e.
Geometry (Å):
C  -0.887  1.456  1.391  -0.113
O  -0.646  0.293  0.637  -0.206
C  0.504  0.429  -0.163  -0.248
C  0.611  -0.736  -1.151  -0.119
C  0.055  -2.063  -0.677  -0.251
O  0.561  -3.123  -0.964  0.043
H  -1.721  1.250  2.066  0.091
H  -1.153  2.303  0.738  0.091
H  -0.004  1.739  1.986  0.091
H  1.401  0.487  0.479  0.128
H  0.452  1.367  -0.738  0.121
H  1.654  -0.895  -1.441  0.121
H  0.058  -0.490  -2.069  0.127
H  -0.885  -2.017  -0.095  0.124

Results
LUMO level   0.89 eV
Kohn-Sham gap   0.3872 hartree
Strongest force on any atom   0.5 eV/A

***

An isolated molecule of C6H6O2 at a distorted geometry. Source: OMol25; level of theory: ωB97M-V with the def2-TZVPD basis set.

Last column: Löwdin charge in e.
Geometry (Å):
C  0.652  1.765  0.903  -0.033
C  -0.464  -0.459  0.115  -0.400
C  -0.277  0.336  -1.109  -0.315
C  0.704  0.517  0.051  -0.137
O  -1.486  -0.390  1.022  0.082
C  -0.087  -1.715  -0.705  -0.024
C  0.145  -2.868  -0.967  0.161
O  -0.814  0.884  -2.038  0.128
H  -2.334  -0.535  0.581  0.128
H  1.684  0.075  -0.084  0.135
H  0.518  2.655  0.289  0.085
H  -0.173  1.737  1.614  0.081
H  1.566  1.879  1.483  0.079
H  0.365  -3.881  -1.155  0.029

Results
LUMO level   0.31 eV
Kohn-Sham gap   0.3274 hartree
Strongest force on any atom   4.0 eV/A

***

A 2-piece molecular cluster, C4H9N2O overall at a distorted geometry. Source: OMol25; level of theory: ωB97M-V with the def2-TZVPD basis set.

Last column: Löwdin charge in e.
Geometry (Å):
C  -0.364  1.370  -0.453  -0.020
C  1.593  -0.340  0.437  0.015
C  -1.073  -0.394  0.389  -0.431
C  0.244  -0.010  -0.068  -0.298
N  -1.745  0.780  -0.171  0.053
N  1.161  -0.871  -0.811  0.204
O  -1.521  -1.556  -0.169  0.006
H  -0.127  2.179  0.216  0.124
H  -0.307  1.816  -1.409  0.108
H  2.365  0.375  0.494  0.141
H  1.434  -0.825  1.316  0.114
H  -1.222  -0.385  2.007  0.253
H  -2.184  1.212  0.633  0.109
H  1.774  -0.622  -1.641  0.236
H  0.961  -1.885  -0.716  0.204
H  -2.475  -1.423  -0.542  0.185

Results
LUMO level   -3.54 eV
Total charge   +1
Kohn-Sham gap   0.3777 hartree
Strongest force on any atom   4.9 eV/A

***

C17H22BrMoS3 as an isolated structure at a distorted geometry. Source: OMol25; level of theory: ωB97M-V with the def2-TZVPD basis set.

Last column: Löwdin charge in e.
Geometry (Å):
Mo  -0.538  -0.356  -0.517  0.686
C  -1.032  -0.511  3.129  -0.052
C  -1.314  -1.013  1.749  -0.366
C  -0.515  -2.003  1.162  -0.092
C  -0.907  -2.666  -0.040  -0.363
C  -0.142  -3.841  -0.571  -0.026
C  -2.087  -2.234  -0.652  -0.136
C  -2.770  -1.081  -0.230  -0.374
C  -3.950  -0.566  -1.001  -0.035
C  -2.351  -0.461  0.982  -0.101
H  -1.305  0.537  3.246  0.083
H  0.017  -0.634  3.395  0.088
H  -1.638  -1.103  3.822  0.110
H  0.359  -2.355  1.692  0.145
H  -0.531  -4.765  -0.139  0.102
H  0.915  -3.764  -0.316  0.086
H  -0.235  -3.898  -1.654  0.085
H  -2.429  -2.746  -1.536  0.120
H  -4.841  -1.141  -0.742  0.103
H  -3.773  -0.664  -2.070  0.072
H  -4.146  0.480  -0.776  0.083
H  -2.920  0.366  1.382  0.141
S  1.693  -0.636  -1.269  0.725
C  2.765  0.159  -0.235  -0.670
C  4.167  0.041  -0.435  -0.106
C  5.018  0.716  0.385  -0.062
C  4.510  1.530  1.431  -0.053
C  3.166  1.661  1.642  -0.107
C  2.261  0.976  0.802  -0.642
S  0.577  1.153  0.996  0.772
H  4.542  -0.583  -1.237  0.111
H  6.088  0.629  0.240  0.115
H  5.201  2.059  2.077  0.115
H  2.788  2.285  2.442  0.110
C  0.082  2.348  -2.630  -0.367
S  -1.307  1.831  -1.616  0.683
C  -1.372  3.243  -0.508  -0.379
H  0.980  2.427  -2.019  0.046
H  -0.181  3.314  -3.059  0.058
H  0.213  1.608  -3.412  -0.004
H  -1.679  4.105  -1.098  0.054
H  -0.410  3.422  -0.033  0.011
H  -2.125  3.044  0.254  0.044
Br  -0.844  -0.914  -3.031  0.189

Results
LUMO level (spin up / spin down)   -4.90 / -5.10 eV
Total charge   +1
Kohn-Sham gap (spin up / spin down)   0.2287 / 0.2233 hartree
Strongest force on any atom   1.6 eV/A